Entry 1:
# C54H135N9O18

A 9-piece molecular cluster, C54H135N9O18 overall (ωB97M-V/def2-TZVPD, the Open Molecules 2025 dataset).

Calculated values
total charge = +1
maximum force = 3.2 eV Å⁻¹
Kohn-Sham gap (spin up / spin down) = 0.2755 / 0.0837 hartree
LUMO level (spin up / spin down) = -0.07102 / -0.26279 Ha
<S²> = 0.755
spin multiplicity = 2
energy above the lowest of the compared OMol25 structures with the same formula, charge and spin = 0.00 kJ/mol

Atoms and positions in Å:
C (-2.818, 2.159, -9.178)
O (-2.258, 1.160, -8.322)
C (-3.194, 0.811, -7.303)
C (-2.567, -0.307, -6.424)
N (-1.481, 0.319, -5.721)
C (-0.697, -0.579, -4.922)
C (0.566, 0.082, -4.400)
O (1.624, 0.195, -5.338)
C (2.846, 0.852, -4.940)
H (-2.200, 2.287, -10.066)
H (-2.917, 3.152, -8.740)
H (-3.787, 1.746, -9.461)
H (-4.145, 0.384, -7.620)
H (-3.425, 1.683, -6.691)
H (-2.244, -1.145, -7.043)
H (-3.297, -0.491, -5.635)
H (-0.843, 0.772, -6.360)
H (-0.481, -1.493, -5.476)
H (-1.297, -0.905, -4.073)
H (0.930, -0.580, -3.615)
H (0.356, 1.103, -4.079)
H (3.315, 0.328, -4.107)
H (2.715, 1.852, -4.526)
H (3.545, 0.812, -5.775)
C (6.004, 6.627, -0.141)
O (6.812, 5.499, -0.055)
C (7.541, 5.169, -1.208)
C (8.474, 3.977, -0.952)
N (7.675, 2.724, -0.637)
C (8.613, 1.684, -0.152)
C (7.711, 0.486, 0.186)
O (6.940, 0.811, 1.384)
C (6.074, -0.246, 1.791)
H (5.574, 6.702, 0.858)
H (5.233, 6.525, -0.904)
H (6.595, 7.525, -0.322)
H (8.115, 6.058, -1.471)
H (6.888, 4.985, -2.061)
H (9.119, 4.238, -0.113)
H (9.210, 3.861, -1.747)
H (6.985, 2.819, 0.095)
H (9.156, 2.018, 0.733)
H (9.328, 1.410, -0.928)
H (8.285, -0.434, 0.295)
H (7.091, 0.293, -0.689)
H (5.278, -0.426, 1.069)
H (5.620, -0.016, 2.755)
H (6.602, -1.198, 1.851)
C (4.075, -1.628, -1.914)
O (3.582, -1.973, -0.625)
C (2.553, -1.154, -0.141)
C (2.149, -1.484, 1.318)
N (1.072, -0.542, 1.738)
C (0.806, -0.725, 3.177)
C (-0.126, 0.344, 3.822)
O (-1.523, 0.092, 3.517)
C (-2.326, 1.200, 3.719)
H (4.710, -0.743, -1.961)
H (3.266, -1.536, -2.639)
H (4.638, -2.500, -2.245)
H (1.715, -1.292, -0.825)
H (2.814, -0.096, -0.144)
H (3.066, -1.401, 1.901)
H (1.859, -2.532, 1.397)
H (0.207, -0.921, 1.379)
H (1.722, -0.776, 3.764)
H (0.310, -1.687, 3.309)
H (0.277, 1.319, 3.552)
H (-0.017, 0.271, 4.904)
H (-2.328, 1.518, 4.761)
H (-3.360, 1.027, 3.423)
H (-1.998, 1.961, 3.010)
C (1.899, -4.663, -1.818)
O (0.617, -4.710, -2.359)
C (0.434, -3.889, -3.493)
C (-1.105, -3.834, -3.829)
N (-1.357, -5.136, -4.410)
C (-2.786, -5.363, -4.628)
C (-3.061, -6.762, -5.281)
O (-2.770, -7.851, -4.472)
C (-2.786, -9.146, -5.022)
H (1.923, -5.192, -0.866)
H (2.175, -3.636, -1.579)
H (2.643, -5.148, -2.450)
H (1.000, -4.210, -4.367)
H (0.712, -2.859, -3.272)
H (-1.400, -3.073, -4.551)
H (-1.539, -3.625, -2.851)
H (-0.940, -5.882, -3.870)
H (-3.178, -4.697, -5.396)
H (-3.375, -5.188, -3.727)
H (-2.402, -6.726, -6.148)
H (-4.020, -6.721, -5.797)
H (-2.365, -9.792, -4.251)
H (-2.233, -9.218, -5.959)
H (-3.740, -9.456, -5.449)
C (-4.306, 0.840, -3.125)
O (-4.302, -0.588, -3.017)
C (-5.364, -1.171, -2.287)
C (-5.227, -2.675, -2.103)
N (-5.063, -3.259, -3.399)
C (-6.315, -3.414, -4.114)
C (-6.031, -3.590, -5.647)
O (-5.078, -2.622, -6.080)
C (-4.648, -2.817, -7.457)
H (-4.996, 1.235, -3.870)
H (-3.301, 1.129, -3.431)
H (-4.644, 1.262, -2.178)
H (-6.273, -0.934, -2.841)
H (-5.523, -0.670, -1.332)
H (-6.154, -3.050, -1.668)
H (-4.441, -2.896, -1.381)
H (-4.479, -2.704, -4.007)
H (-6.901, -2.499, -4.021)
H (-6.806, -4.342, -3.822)
H (-6.921, -3.469, -6.264)
H (-5.547, -4.558, -5.778)
H (-3.876, -3.587, -7.465)
H (-4.176, -1.927, -7.874)
H (-5.446, -3.017, -8.171)
C (-1.004, -2.449, -0.505)
O (-1.055, -1.183, 0.024)
C (-1.563, -0.205, -0.879)
C (-1.711, 1.148, -0.170)
N (-0.432, 1.728, 0.362)
C (0.575, 2.033, -0.704)
C (1.818, 2.670, -0.071)
O (2.912, 2.467, -1.005)
C (4.156, 2.974, -0.636)
H (-1.924, -2.872, -0.907)
H (-0.430, -3.062, 0.190)
H (-0.426, -2.456, -1.430)
H (-2.586, -0.545, -1.045)
H (-0.959, -0.130, -1.783)
H (-2.377, 0.981, 0.676)
H (-2.280, 1.838, -0.793)
H (0.036, 1.041, 0.936)
H (0.226, 2.701, -1.491)
H (0.962, 1.127, -1.172)
H (2.203, 2.119, 0.787)
H (1.715, 3.665, 0.361)
H (4.589, 2.550, 0.270)
H (4.121, 4.035, -0.387)
H (4.864, 2.833, -1.452)
C (3.313, -7.957, 6.210)
O (2.541, -7.554, 5.027)
C (1.460, -6.676, 5.296)
C (0.925, -6.062, 4.001)
N (-0.094, -5.035, 4.322)
C (-0.868, -4.600, 3.124)
C (-2.153, -3.825, 3.496)
O (-2.608, -3.311, 2.243)
C (-3.577, -2.290, 2.381)
H (2.621, -8.197, 7.016)
H (4.026, -7.191, 6.516)
H (3.945, -8.829, 6.042)
H (1.716, -5.919, 6.038)
H (0.742, -7.318, 5.806)
H (0.422, -6.856, 3.449)
H (1.717, -5.684, 3.354)
H (-0.742, -5.421, 4.993)
H (-1.332, -5.425, 2.584)
H (-0.171, -4.088, 2.461)
H (-1.921, -3.049, 4.225)
H (-2.947, -4.500, 3.813)
H (-3.334, -1.441, 3.020)
H (-4.418, -2.749, 2.901)
H (-3.894, -1.840, 1.441)
C (3.849, 2.238, 3.620)
O (3.068, 3.034, 4.554)
C (2.294, 4.168, 4.079)
C (1.801, 5.090, 5.229)
N (0.481, 4.617, 5.782)
C (0.607, 3.353, 6.507)
C (-0.672, 2.755, 7.048)
O (-1.110, 3.626, 8.060)
C (-2.240, 3.132, 8.712)
H (4.488, 2.917, 3.055)
H (3.193, 1.754, 2.896)
H (4.458, 1.459, 4.079)
H (1.527, 3.909, 3.350)
H (3.093, 4.696, 3.558)
H (1.735, 6.099, 4.823)
H (2.654, 5.103, 5.908)
H (0.009, 5.252, 6.411)
H (1.297, 3.496, 7.339)
H (1.039, 2.601, 5.847)
H (-0.509, 1.750, 7.438)
H (-1.458, 2.729, 6.294)
H (-2.628, 3.714, 9.548)
H (-2.053, 2.109, 9.041)
H (-3.012, 3.223, 7.949)
C (-4.089, 6.357, 7.378)
O (-3.828, 5.814, 6.075)
C (-2.577, 6.226, 5.513)
C (-2.493, 5.395, 4.185)
N (-1.315, 5.672, 3.436)
C (-1.189, 4.919, 2.183)
C (-2.366, 5.128, 1.201)
O (-2.204, 4.557, -0.111)
C (-1.343, 5.369, -0.925)
H (-3.627, 7.328, 7.554)
H (-3.730, 5.678, 8.151)
H (-5.166, 6.496, 7.481)
H (-1.794, 5.974, 6.228)
H (-2.582, 7.286, 5.258)
H (-3.325, 5.605, 3.512)
H (-2.514, 4.346, 4.480)
H (-0.506, 5.482, 4.011)
H (-1.244, 3.853, 2.408)
H (-0.245, 5.042, 1.653)
H (-2.591, 6.190, 1.099)
H (-3.265, 4.727, 1.669)
H (-1.882, 6.294, -1.129)
H (-1.273, 4.724, -1.800)
H (-0.404, 5.592, -0.419)

Results of the Mulliken charge analysis, in e, for atoms 1 through 99: number 1, C, carries -0.7761; number 2, O, carries -0.3544; number 3, C, carries -0.9714; number 4, C, carries -0.1497; number 5, N, carries -0.2401; number 6, C, carries -0.0067; number 7, C, carries -0.0328; number 8, O, carries -0.4446; number 9, C, carries -0.4145; number 10, H, carries 0.2513; number 11, H, carries 0.2780; number 12, H, carries 0.3403; number 13, H, carries 0.4832; number 14, H, carries 0.4095; number 15, H, carries 0.4439; number 16, H, carries -0.0907; number 17, H, carries 0.3580; number 18, H, carries 0.6813; number 19, H, carries -0.2277; number 20, H, carries -0.4148; number 21, H, carries 0.4307; number 22, H, carries -0.0470; number 23, H, carries 0.2905; number 24, H, carries 0.3389; number 25, C, carries -0.7881; number 26, O, carries -0.2958; number 27, C, carries -0.5638; number 28, C, carries -0.7854; number 29, N, carries -0.1458; number 30, C, carries -0.8864; number 31, C, carries -0.3932; number 32, O, carries -0.3360; number 33, C, carries -0.5967; number 34, H, carries 0.2062; number 35, H, carries 0.3190; number 36, H, carries 0.3391; number 37, H, carries 0.5089; number 38, H, carries 0.2996; number 39, H, carries 0.3622; number 40, H, carries 0.4340; number 41, H, carries 0.0560; number 42, H, carries 0.4071; number 43, H, carries 0.4556; number 44, H, carries 0.5718; number 45, H, carries 0.1085; number 46, H, carries 0.1853; number 47, H, carries 0.1159; number 48, H, carries 0.4547; number 49, C, carries -0.4875; number 50, O, carries -0.5883; number 51, C, carries 1.7777; number 52, C, carries -1.7981; number 53, N, carries 2.0703; number 54, C, carries -0.9180; number 55, C, carries -0.0505; number 56, O, carries -0.2388; number 57, C, carries -0.5740; number 58, H, carries 0.1372; number 59, H, carries -0.0576; number 60, H, carries 0.4726; number 61, H, carries -0.4389; number 62, H, carries -0.1763; number 63, H, carries 0.4969; number 64, H, carries 0.0024; number 65, H, carries -0.8774; number 66, H, carries 0.6664; number 67, H, carries -0.4590; number 68, H, carries -0.2402; number 69, H, carries 0.8353; number 70, H, carries 0.3381; number 71, H, carries 0.4321; number 72, H, carries -0.2869; number 73, C, carries -0.6335; number 74, O, carries -0.3578; number 75, C, carries -0.3949; number 76, C, carries 0.6306; number 77, N, carries -0.3479; number 78, C, carries 0.4111; number 79, C, carries -0.9942; number 80, O, carries -0.3028; number 81, C, carries -0.8082; number 82, H, carries 0.2878; number 83, H, carries 0.1222; number 84, H, carries 0.3786; number 85, H, carries 0.8162; number 86, H, carries -0.4622; number 87, H, carries -0.0837; number 88, H, carries -0.2529; number 89, H, carries 0.3377; number 90, H, carries -0.3968; number 91, H, carries 0.2889; number 92, H, carries 0.3833; number 93, H, carries 0.5232; number 94, H, carries 0.2347; number 95, H, carries 0.3373; number 96, H, carries 0.3125; number 97, C, carries -1.1382; number 98, O, carries 0.2267; number 99, C, carries -0.7393


Entry 2:
# H3N3

H3N3 as an isolated structure (ωB97M-V/def2-TZVPD, the Open Molecules 2025 dataset).

Calculated values
maximum force = 6.9 eV Å⁻¹
Kohn-Sham gap (spin up / spin down) = 0.2763 / 0.3225 hartree
LUMO level (spin up / spin down) = -0.01662 / -0.00240 Ha
spin multiplicity = 1
energy above the lowest of the compared OMol25 structures with the same formula, charge and spin = 677.22 kJ/mol

Atoms and positions in Å:
N (-1.696, 0.053, 0.186)
N (-0.071, -0.851, -0.175)
N (0.793, 0.075, -0.024)
H (-2.165, -0.626, -0.272)
H (0.588, 1.068, -0.009)
H (1.784, -0.376, 0.168)

For reference, the natural (NBO) charges in units of e are: number 1, N, carries -0.5784; number 2, N, carries -0.0001; number 3, N, carries -0.4790; number 4, H, carries 0.2685; number 5, H, carries 0.4029; number 6, H, carries 0.3862


Entry 3:
# C6H12O2

C6H12O2 as an isolated structure (ωB97M-V/def2-TZVPD, the Open Molecules 2025 dataset).

Calculated values
maximum force = 7.2 eV Å⁻¹
Kohn-Sham gap = 0.1918 hartree
LUMO level = -0.13209 Ha
spin multiplicity = 1
energy above the lowest of the compared OMol25 structures with the same formula, charge and spin = 1157.39 kJ/mol

Atoms and positions in Å:
C (0.679, -0.953, 1.965)
C (-0.619, -0.424, 1.087)
C (-0.566, -0.734, -0.276)
C (-0.671, -2.097, -0.623)
C (-0.654, 0.375, -1.277)
C (0.894, 0.785, -1.704)
H (0.023, -0.714, 3.130)
H (1.668, -0.450, 1.782)
H (0.770, -2.083, 2.083)
H (-1.397, -1.041, 1.456)
H (-0.322, 1.553, 0.879)
H (-0.723, -2.427, -1.740)
H (-0.852, -2.767, 0.106)
H (-1.215, 0.959, -0.503)
H (-1.365, -0.041, -2.153)
H (1.091, 0.987, -2.829)
H (1.487, -0.121, -1.482)
H (2.803, 0.534, -0.402)
O (-0.910, 0.901, 1.501)
O (1.366, 2.088, -0.920)

For reference, the natural (NBO) charges in units of e are: number 1, C, carries -0.6219; number 2, C, carries 0.0223; number 3, C, carries 0.0042; number 4, C, carries -0.4082; number 5, C, carries -0.5161; number 6, C, carries -0.1057; number 7, H, carries 0.2098; number 8, H, carries 0.2093; number 9, H, carries 0.2164; number 10, H, carries 0.1944; number 11, H, carries 0.4885; number 12, H, carries 0.2010; number 13, H, carries 0.1826; number 14, H, carries 0.2560; number 15, H, carries 0.2411; number 16, H, carries 0.1930; number 17, H, carries 0.1639; number 18, H, carries 0.3010; number 19, O, carries -0.7073; number 20, O, carries -0.5244